Below is a molecular structure, C17H58N20O15SY at a distorted geometry, with properties calculated with ωB97M-V/def2-TZVPD.

```
112
Properties=species:S:1:pos:R:3:forces:R:3
H -1.0717 -3.8595 -6.5754 -0.11 -0.16 -0.63
H 0.7449 -3.0550 5.8421 0.10 -0.39 0.28
H 1.2642 -3.6090 -0.5018 0.15 -0.63 0.07
H -0.8891 -1.1985 -4.5984 0.10 0.57 0.32
H -0.8064 3.5673 -5.7107 0.44 0.17 0.05
H 3.1816 1.4919 -2.1665 0.08 -0.36 0.14
H 1.3746 5.0210 1.8839 0.36 -0.23 0.53
H 2.7430 5.2118 0.6869 -0.07 0.11 0.45
H -3.3873 3.6834 1.1866 -0.27 -0.12 -0.58
N 1.2981 -4.6283 -0.4027 0.26 1.40 -0.76
N 1.1081 -1.9662 3.3873 -0.41 1.58 0.41
C -0.4442 -3.8455 3.4273 -0.41 -0.35 -0.48
H 2.1427 -5.0669 -0.0605 0.57 0.40 -0.10
O 0.8595 5.3273 -0.0220 -1.16 -1.09 -1.75
H -1.1755 2.7553 -1.1502 0.05 -0.02 0.34
H 0.0129 7.0271 2.5908 0.14 -0.05 -0.25
C -3.0836 -2.0204 1.5063 -0.81 0.32 -0.15
H 0.3765 8.6424 1.9650 0.09 -0.63 -0.33
H -2.6381 -0.4783 2.7113 -0.29 -0.21 -0.12
N -1.3658 2.7614 -5.5369 -0.71 0.29 -0.31
C -0.0466 -2.4024 5.4876 -0.42 0.47 0.98
C -0.9768 1.6853 -4.8277 0.00 0.76 -0.33
H 3.4650 2.8744 -3.0428 0.09 -0.59 -0.42
H 2.5237 7.1911 2.0142 0.09 0.22 0.65
N 0.3693 -6.4910 0.2188 -1.02 -2.76 0.86
C 1.7405 5.5446 1.0064 0.73 1.13 0.30
N -3.8253 -2.6175 2.3914 -1.23 -1.68 1.52
H -0.4725 -3.7630 7.6624 -0.26 -0.10 0.07
N -0.8692 -4.1144 -5.6415 0.27 -1.42 -0.20
O -0.9696 -3.6332 -3.4814 -0.19 0.97 0.51
H 3.5385 -2.0187 1.6383 -0.13 -0.04 0.19
N -0.6075 -2.0007 -5.1254 0.17 0.52 0.28
C -0.8284 -3.2480 -4.6665 0.11 1.70 0.17
H -0.4868 -3.7742 2.3051 -0.19 -0.21 1.00
O 1.7098 -0.7900 -1.1354 0.41 0.95 0.37
H 1.8432 1.1361 1.4663 0.05 0.00 -0.20
H 2.5831 8.6895 0.3427 0.48 0.64 0.41
H -0.9286 -2.0903 7.9584 -0.01 0.37 0.87
H 0.9155 3.2147 -0.1972 -0.39 -0.23 0.15
H 0.2804 4.3063 -1.5609 0.45 -0.87 -0.08
C -0.1449 -2.4733 3.9859 -0.13 0.20 -0.13
H -0.4063 -6.8424 0.7418 -0.06 -1.13 -0.13
C 3.8790 1.0852 -4.1294 -1.30 -0.36 1.73
H -2.3626 2.8835 -5.6387 0.20 -0.14 -0.11
H 1.1137 -7.0573 -0.1896 -0.53 0.37 0.68
O -1.7819 0.8225 -4.5188 -1.25 -1.15 0.54
O -0.0424 -1.8859 0.1212 0.33 -0.69 0.87
N -2.0852 2.4537 -1.4329 -1.59 -0.09 -0.71
Y -1.6743 -2.6850 -1.3429 1.85 -1.43 -0.33
O -4.3548 2.1919 -0.8880 1.39 0.61 -0.25
H 4.4345 -1.9640 -0.4636 -0.16 0.46 0.46
N 4.3819 -2.9589 -0.4414 0.02 0.44 0.41
H 0.2361 1.2406 2.7168 0.32 0.19 -0.03
N -2.9405 3.6290 0.2816 0.21 0.20 -0.32
H -0.9828 -1.7950 3.8070 -0.29 0.03 -0.56
H 2.0738 4.0920 -1.2029 -0.63 0.08 0.01
N 2.3237 7.7612 0.0854 -0.44 -0.48 0.18
H -0.3060 -1.8535 -6.0911 -0.36 -0.11 0.80
C 1.7566 7.0795 1.2637 1.04 -1.00 -0.12
N -5.4837 -1.3249 -1.7457 -3.04 -0.03 2.00
O -0.1109 0.5421 0.0887 1.79 -1.06 -0.46
H -1.3794 -4.2567 3.8619 0.40 0.32 -0.48
C 3.8428 -3.7043 0.5876 -0.02 -0.39 -1.37
H 0.4464 1.0533 -3.6155 -0.01 -0.23 -0.56
O 2.5764 3.0631 3.9090 0.93 -0.56 -0.28
H 1.6074 7.9315 -0.5972 -0.46 -0.34 -0.48
N -3.9868 -0.0839 -2.9229 0.94 4.26 -2.10
H -6.2417 -0.6616 -1.7993 0.04 -0.12 0.34
H -0.9555 -5.0128 -5.2590 -0.26 -1.70 -0.48
H -2.1211 1.8788 -2.2553 -0.11 -0.16 -0.01
H 3.0827 -3.3826 2.5429 -0.04 -0.19 -0.71
O -0.9222 -4.6256 -0.1901 -0.54 -0.74 0.06
N 0.3132 1.5463 -4.5005 1.50 -0.02 1.18
H 3.9611 -1.0523 -4.2617 0.33 0.00 -0.84
H -5.4265 -2.0639 -1.0444 -0.72 0.44 -0.43
O -3.5452 -2.1201 -2.1995 0.21 0.27 -0.55
C -1.2407 -3.0013 7.4798 -0.02 -0.05 -0.61
H -2.0875 -0.3222 1.1339 0.01 -0.18 -0.17
N 3.8039 -0.2598 -3.6824 0.00 1.40 -0.05
H 1.2651 -1.0467 3.8512 0.24 -0.74 -0.27
H -0.2406 7.3644 0.8565 -0.64 0.17 -0.02
H 3.3746 1.9166 1.4937 -0.09 0.18 0.38
N 0.7722 1.6934 3.4460 0.69 0.72 1.14
H -2.0204 4.0484 0.1938 -0.42 -0.02 0.45
C -3.2502 2.7321 -0.7256 0.73 -0.63 0.92
N -2.7300 -0.8029 1.7571 1.88 3.41 0.65
S 0.3538 -0.6685 -0.6545 -2.15 0.78 0.48
C 1.0396 4.1203 -0.7849 0.33 1.84 0.08
H -4.3455 -2.1461 3.1058 0.13 0.05 0.19
O -2.8960 -2.5668 0.4248 0.25 -0.85 -1.29
N 3.2152 1.8843 -3.0896 0.75 0.34 -1.51
H 0.2074 2.1811 4.1678 0.99 -0.48 -0.93
O 3.7228 -4.9216 0.4034 0.72 0.13 1.07
H -2.2421 -3.3367 7.8154 0.69 0.24 -0.15
H -3.1118 -0.0146 -3.4750 -0.62 -0.20 0.57
C 2.1233 2.1992 3.2117 -3.33 -0.77 -1.91
O 4.3100 1.5368 -5.1651 -0.25 -0.61 1.05
N 3.3234 -3.0037 1.6294 0.55 0.37 -0.05
H -4.1361 -3.5037 2.0589 -0.41 -0.57 0.35
H 0.9793 2.3027 -4.5649 -0.14 0.09 -0.28
H 0.9047 -1.6557 2.4255 0.06 -0.64 0.24
O -1.3221 -2.6944 6.0972 0.52 -0.53 -1.08
C 0.1813 -5.2493 -0.1114 0.06 3.52 -1.53
H 4.8171 -3.3669 -1.2447 -0.16 -0.76 0.17
H 3.1117 -0.4482 -2.9693 0.04 0.12 0.05
H 0.2270 -1.3659 5.7762 0.07 -0.32 -0.09
H 0.3516 -4.5530 3.6871 0.05 0.18 -0.05
H -4.4382 0.8025 -2.7049 0.05 -0.09 -0.11
C -4.3393 -1.1050 -2.2759 2.61 -4.09 -0.17
C 0.3944 7.5602 1.7101 0.04 0.62 0.29
O -0.6139 -0.8215 -1.8128 -0.23 0.55 -1.42
N 2.5596 1.6027 1.9971 0.30 0.63 1.57
```
Positions in Å, forces in eV/Å.

- Lowest unoccupied orbital energy: -2.0 eV
- HOMO-LUMO gap: 8.936 eV
- E_HOMO: -10.899 eV
- Total charge: +1

Mulliken population analysis, charges in e, atoms 1 to 99: H 0.180; H 0.460; H -0.157; H 0.098; H 0.185; H 0.120; H 0.231; H 0.374; H 0.223; N -0.259; N -0.449; C -0.907; H 0.280; O -0.432; H -0.005; H 0.321; C 0.548; H 0.346; H 0.284; N -0.433; C -1.117; C 0.525; H 0.228; H 0.437; N -0.416; C -0.582; N -0.357; H 0.318; N -0.439; O -0.717; H 0.088; N -0.286; C 0.654; H -0.246; O -0.576; H -0.015; H 0.268; H 0.330; H 0.222; H 0.201; C 1.352; H 0.245; C 0.501; H 0.224; H 0.223; O -0.877; O 0.011; N -0.024; Y 1.914; O -0.661; H 0.075; N -0.278; H 0.093; N -0.389; H -0.471; H 0.481; N -0.703; H 0.227; C 0.221; N -0.379; O -0.109; H 0.375; C 0.596; H 0.047; O -0.575; H 0.237; N -0.146; H 0.214; H 0.246; H -0.044; H 0.194; O -0.459; N -0.274; H 0.249; H 0.265; O -0.887; C -0.770; H -0.205; N -0.362; H 0.272; H 0.294; H 0.213; N -0.280; H 0.152; C 0.622; N -0.162; S 0.354; C -0.569; H 0.213; O -0.423; N -0.287; H 0.229; O -0.799; H 0.210; H 0.158; C 0.430; O -0.579; N -0.218; H 0.264

=====

Below is 12 unconnected molecules or ions with the total composition C17H58N8O12 at a distorted geometry, with properties calculated with ωB97M-V/def2-TZVPD.

```
95
Properties=species:S:1:pos:R:3:forces:R:3
H -3.0852 -2.1315 0.1877 -0.34 0.52 -1.40
H -0.4615 2.9902 -4.8563 -0.47 -1.30 -1.83
C -0.6493 3.5053 -1.7795 0.09 -1.05 0.11
C -0.8423 -0.1009 -4.5197 1.33 4.58 -6.39
N -0.4086 0.1143 -3.3007 0.73 1.66 1.99
H -1.4390 3.0031 3.1948 0.35 -1.01 0.79
H -1.7814 0.5052 -2.0562 0.39 0.03 -0.50
H 0.5725 -3.6964 1.9517 0.19 -0.72 -0.18
H -1.8242 -5.2282 2.0047 -1.06 -1.23 -1.32
H -2.3034 1.1076 1.7717 -0.10 0.78 -0.28
H 0.1413 4.2211 -1.5839 0.19 0.16 -0.23
N 3.0531 -1.1012 1.9379 -0.18 1.40 1.89
O 2.1851 -3.2328 2.3643 3.45 3.83 -3.89
H -1.7491 5.0808 2.6098 0.19 -0.90 -0.81
H -3.2594 -0.9748 -1.2185 -0.18 -0.54 1.44
H 2.9779 -2.9673 -3.0637 0.18 -0.10 0.10
C 2.0323 -2.4384 -3.0260 -0.72 -0.80 -0.76
H 3.0028 2.3164 2.0414 -1.28 1.48 1.78
O -2.6013 0.6631 -1.5803 0.10 0.60 1.09
N 0.9352 3.5073 1.4951 -2.81 0.61 -2.50
H -0.6095 -1.3056 5.0242 0.28 0.62 -0.23
O -0.2114 -2.4387 -2.2911 -0.62 -0.75 0.23
O 1.5250 0.5063 3.8152 0.83 -1.53 -0.52
C -3.2404 -2.8417 -1.7168 -0.64 1.82 -6.04
H 3.6957 -0.4571 1.4812 -0.29 -0.35 0.22
H 1.6686 -2.3296 -4.0698 0.15 -0.12 0.59
N -1.6890 -1.0968 -4.7208 -0.49 -0.96 0.11
O 3.9378 1.2590 1.1352 3.23 0.26 2.13
C 2.9351 -2.3617 1.5777 -4.09 -3.02 5.44
H 0.2495 -1.8418 1.1992 -1.49 1.00 -0.39
N 3.5613 -2.7009 0.4915 0.86 -1.75 -2.35
H -1.7093 -0.8003 3.7615 1.04 0.56 0.13
C -2.1224 2.1123 1.3115 -0.63 -1.34 1.27
O 1.1947 0.6656 0.8917 0.06 0.96 -0.91
N -3.3445 -1.9337 -0.7981 -1.01 3.64 0.95
H 1.2010 -0.5667 -0.8308 0.08 -0.60 0.91
C 0.5284 -0.1535 -0.0539 -1.35 1.12 -1.10
O 1.0156 4.5210 3.6108 2.33 -3.71 -4.10
H -2.7981 2.2121 0.4870 -0.88 0.47 -0.08
O -0.4341 0.7452 -5.5008 -1.96 -3.67 3.60
H -3.4397 1.6827 -3.2318 0.34 0.57 -0.43
O -0.0143 -4.3499 1.5055 -0.68 0.47 -0.90
H 5.8938 1.7896 1.8757 -0.38 -0.22 1.33
C 1.4783 3.6691 2.6601 -2.67 5.06 5.34
H -0.3866 -5.6215 3.0197 -0.58 -0.41 0.12
H 0.9038 -4.1748 -2.4720 -0.41 -1.26 -0.70
H -2.4983 -4.6313 -1.9534 -0.26 0.46 1.37
H 3.5123 1.4479 0.3457 -1.63 0.44 -2.56
H 0.0040 3.9455 1.3882 0.66 -0.08 0.11
H 2.1771 -1.4569 -2.6409 0.29 0.88 0.31
H -1.3158 -4.1380 3.0867 0.06 0.75 0.79
H -3.1684 3.2922 2.8166 0.74 -0.58 -0.14
H -1.3995 3.6579 -1.0108 -0.37 0.12 -0.11
H -1.6745 4.5803 -3.4146 0.61 -0.55 0.59
H 1.8517 1.3560 3.4851 -0.08 0.38 0.12
H 4.0854 -2.0520 -0.0886 -0.35 -0.32 0.35
O -0.1245 3.4155 -4.1058 1.78 0.93 1.36
N -2.6961 -3.9149 -1.2230 1.43 -4.91 -1.95
H -1.8356 -1.3486 -5.6648 -0.22 0.08 -0.90
N 2.5069 2.8674 2.8380 3.41 -2.16 -0.04
H -0.2371 2.4864 -1.5948 -0.12 0.61 -0.13
H -4.5194 1.0689 -2.0109 -1.18 0.85 1.04
H -2.1858 -1.6967 -4.0424 0.45 0.51 0.11
C 0.9940 -3.1653 -2.1786 0.96 1.34 -0.43
H -1.0907 -1.5528 -0.0249 0.27 -0.03 0.27
C -0.9307 -4.8876 2.4234 1.84 0.74 1.22
H 2.6204 -0.7611 2.8356 0.53 -0.70 -0.91
H 3.0840 3.1030 3.6187 0.26 0.06 0.44
H -1.9500 2.8980 -3.4920 -0.12 -0.52 0.71
H 5.0916 3.0064 0.8555 -0.08 -0.13 0.29
C -0.6137 -0.8307 4.0244 0.12 -1.04 -0.38
H -1.2017 2.0130 0.8195 1.67 0.03 -0.40
H 0.2765 0.8643 -3.1611 -0.42 -0.57 -0.47
H 3.3655 -3.6303 0.1450 0.27 0.18 -0.02
H 0.9647 2.5503 1.1952 0.11 -0.43 -0.70
H -0.3152 1.1868 3.2066 -0.20 0.24 -0.79
H -2.3158 -4.0141 -0.2872 -0.16 0.04 -0.37
C -3.6149 0.9133 -2.5175 -0.23 -2.16 -0.60
H 0.0112 1.0497 4.8600 -1.01 1.10 2.20
C 5.2307 1.9404 1.0575 0.33 -0.08 -2.11
H -0.3070 -0.7465 -2.8426 0.56 -1.20 1.48
O -1.7518 4.4105 1.8848 -0.06 1.67 -0.37
H -0.2072 -1.6644 3.3639 -0.08 1.41 0.58
C -0.4223 -1.0617 0.6891 1.39 -1.48 0.08
H -1.0201 -0.4653 1.3990 0.48 -0.41 -0.28
H -3.8213 -0.0531 -2.9928 0.04 0.28 -0.82
O -3.4846 -2.6144 -3.0715 1.16 -1.33 6.40
C 0.1323 0.5702 3.9572 -0.91 -2.16 -0.60
H -0.1174 0.4739 -0.7296 0.64 0.19 1.01
H 5.8663 1.5454 0.2261 -0.88 0.12 0.21
C -1.1650 3.5898 -3.2010 -1.30 1.58 -0.39
H -0.8638 -2.9649 -1.8035 -0.13 0.37 -0.23
H 1.6584 0.1255 1.5412 -0.21 -0.37 -0.06
H 1.2651 -3.1931 -1.1470 0.50 0.08 0.97
C -2.1344 3.1537 2.4003 -1.63 0.95 0.03
```
Positions in Å, forces in eV/Å.

- Energy relative to the best compared isomer or geometry (same formula, charge and spin): 264.1 kJ/mol
- Lowest unoccupied orbital energy: -0.3 eV
- SMILES: NC(N)=O.NC(N)=O.NC(N)=O.NC(N)=O.CCO.CCO.CCO.CCO.CCO.CO.CO.CO
- HOMO-LUMO gap: 8.731 eV
- E_HOMO: -9.010 eV
- Total charge: 0

Okay, here come the Mulliken numbers, in e, for every atom: H 0.310; H 0.339; C -0.382; C 0.124; N 0.311; H 0.435; H 0.017; H 0.254; H 0.345; H 0.157; H 0.542; N -0.300; O -0.823; H 0.305; H 0.200; H 0.423; C -1.313; H 0.447; O 0.001; N -0.147; H 0.417; O -0.608; O -0.738; C 0.554; H 0.209; H 0.312; N -0.062; O -0.779; C 0.524; H -0.882; N -0.286; H 0.275; C -0.011; O 0.891; N -0.241; H -0.755; C 3.490; O -0.767; H 0.673; O -0.809; H 0.300; O -0.363; H 0.320; C 0.298; H 0.283; H 0.600; H 0.256; H 0.193; H 0.429; H 0.277; H 0.284; H 0.376; H 0.198; H 0.463; H 0.280; H 0.174; O -0.614; N -0.458; H 0.251; N -0.231; H -0.261; H 0.365; H 0.175; C 0.183; H -1.181; C -0.870; H 0.295; H 0.254; H -0.123; H 0.345; C -1.030; H -0.753; H 0.288; H 0.279; H 0.061; H -0.495; H 0.169; C -0.997; H 0.710; C -0.891; H -0.005; O -0.583; H 0.104; C 2.455; H -0.577; H 0.251; O -0.789; C 0.266; H -1.999; H 0.303; C -0.186; H 0.018; H -0.640; H -0.298; C -0.814

=====

Q: Which formula does entry 1 have?
A: C17H58N20O15SY

=====

Q: Look up the lowest unoccupied orbital energy of the first one.
A: -2.0 eV

=====

Q: Number 2 is which compound?
A: C17H58N8O12